*a*
The following is a DFT calculation (wB97M-V/def2-TZVPD) of a cluster of 2 separate species, C3H6O2 in total.

```
11
Properties=species:S:1:pos:R:3:mulliken_charge:R:1
C 0.19 -1.45 0.17 -0.86
C 0.63 -0.20 0.19 0.47
C 1.45 0.81 -0.51 -0.19
O 0.96 0.96 0.88 -0.40
H -0.45 -1.84 0.97 0.32
H 0.38 -2.10 -0.74 0.20
H 2.49 0.60 -0.60 0.26
H 0.96 1.59 -1.13 0.21
O -2.35 0.72 -0.01 -0.62
H -1.96 1.10 0.75 0.31
H -2.29 -0.18 0.04 0.30
```

Its SMILES is C=C1CO1.O. The value obtained for the molecular weight is 74.08 g mol⁻¹. The LUMO energy comes out at 0.923 eV. As for the total charge: 0.



*b*
The following is a DFT calculation (wB97M-V/def2-TZVPD) of a structure of composition C3H6O2.

```
11
Properties=species:S:1:pos:R:3:mulliken_charge:R:1
O -0.53 1.67 0.47 -0.51
C -0.19 0.34 0.58 -0.14
C -0.74 -0.74 -0.31 -0.38
O 0.46 -1.52 -0.26 -0.36
C 1.21 -0.34 -0.07 -0.53
H -0.42 1.91 -0.46 0.32
H -0.33 0.10 1.66 0.38
H -1.61 -1.30 0.00 0.29
H -0.86 -0.30 -1.31 0.24
H 1.47 0.03 0.88 0.38
H 1.44 0.15 -1.01 0.30
```

The value obtained for the molecular weight is 74.08 g mol⁻¹. The LUMO energy comes out at 0.830 eV. As for the total charge: 0.



On energetic grounds, *a* is preferred over the next structure by 15.2 kcal/mol.



*a*
The following is a DFT calculation (wB97M-V/def2-TZVPD) of a structure of composition C3H9S2.

```
14
Properties=species:S:1:pos:R:3:mulliken_charge:R:1
C -0.47 -3.01 -0.78 -0.83
S -1.73 -1.71 -0.90 -0.46
H -0.32 -3.38 0.23 0.25
H 0.47 -2.61 -1.16 0.26
H -0.77 -3.85 -1.43 0.27
C 0.90 2.51 0.22 -0.99
C -0.04 1.47 0.83 -0.40
S 0.64 -0.21 0.80 -0.53
H 1.91 2.33 0.56 0.28
H 0.87 2.37 -0.87 0.25
H 0.54 3.53 0.43 0.31
H -1.00 1.51 0.29 0.27
H -0.29 1.78 1.85 0.24
H -0.70 -0.73 -0.08 0.08
```

The value obtained for the molecular weight is 109.24 g mol⁻¹. The LUMO energy comes out at 3.876 eV. As for the total charge: -1.



*b*
The following is a DFT calculation (wB97M-V/def2-TZVPD) of a cluster of 2 separate species, C3H9S2 in total.

```
14
Properties=species:S:1:pos:R:3:mulliken_charge:R:1
C -2.44 -0.34 2.41 -0.76
S -1.44 1.24 2.30 -0.78
H -3.23 -0.26 3.15 0.25
H -2.94 -0.47 1.45 0.16
H -1.75 -1.11 2.75 0.15
C 0.88 0.66 -2.70 -0.71
S 2.28 0.49 -1.50 -0.13
C 1.71 -0.37 0.00 -0.57
H 1.08 1.63 -3.13 0.25
H -0.03 0.41 -2.15 0.25
H 0.93 -0.19 -3.38 0.25
H 2.12 -1.37 -0.12 0.25
H 2.21 0.11 0.83 0.26
H 0.63 -0.43 0.10 0.13
```

The value obtained for the molecular weight is 109.24 g mol⁻¹. The LUMO energy comes out at 3.121 eV. As for the total charge: -1.



On energetic grounds, *a* is preferred over the next structure by 19.8 kcal/mol.



*a*
The following is a DFT calculation (wB97M-V/def2-TZVPD) of a cluster of 2 separate species, C4H9N in total.

```
14
Properties=species:S:1:pos:R:3:mulliken_charge:R:1
C 0.96 -1.60 -0.18 -0.58
C 1.47 -0.36 -0.38 -0.05
C 1.61 0.69 0.66 -0.93
H 0.88 -2.52 -0.84 0.26
H 0.36 -1.73 0.74 0.21
H 2.06 -0.17 -1.32 0.22
H 2.69 0.98 0.90 0.29
H 1.20 1.58 0.14 0.27
H 1.08 0.57 1.60 0.32
C -2.89 0.63 -0.33 -0.29
N -1.90 -0.08 0.15 -0.49
H -2.64 1.33 -1.08 0.22
H -3.88 0.35 0.02 0.25
H -1.00 0.33 -0.07 0.29
```

Its SMILES is C=CC.C=N. The value obtained for the molecular weight is 71.12 g mol⁻¹. The LUMO energy comes out at 1.053 eV. As for the total charge: 0.



*b*
The following is a DFT calculation (wB97M-V/def2-TZVPD) of an isolated molecule of C4H9N.

```
14
Properties=species:S:1:pos:R:3:mulliken_charge:R:1
C 0.89 -0.39 0.69 -0.34
C 0.46 -1.07 -0.60 -0.50
C -0.80 -0.16 -1.07 -0.41
N -1.16 0.81 0.04 -0.49
C 0.01 0.85 1.01 -0.50
H 1.91 0.03 0.69 0.29
H 0.65 -1.03 1.54 0.21
H 0.00 -2.08 -0.40 0.19
H 1.27 -1.13 -1.39 0.30
H -0.41 0.48 -1.93 0.22
H -1.79 -0.74 -1.09 0.30
H -1.24 1.70 -0.38 0.25
H -0.35 0.88 2.03 0.28
H 0.57 1.87 0.85 0.19
```

Its SMILES is C1CCNC1. The value obtained for the molecular weight is 71.12 g mol⁻¹. The LUMO energy comes out at 1.068 eV. As for the total charge: 0.



On energetic grounds, *b* is preferred over the next structure by 20.6 kcal/mol.